Density functional theory data (the ωB97M-V functional and the def2-TZVPD basis) for 2 unconnected molecules or ions with the total composition C19H26N2O2S at a distorted geometry.

For the HOMO energy, the calculation gives -8.33 eV. The calculation puts the energy relative to the best compared isomer or geometry (same formula, charge and spin) at 50.5 kcal per mole.

Each line ends with the Mulliken charge.
Positions of all 50 atoms, in Å:
C (-0.68165, 0.11067, 2.03120)  -1.586
C (0.44295, 0.56085, 1.18620)  0.170
C (1.82375, 0.39524, 1.52799)  1.049
C (2.75592, 1.48559, 1.66979)  0.803
C (2.28910, 2.90512, 1.66576)  -1.538
C (4.10165, 1.20055, 1.82073)  -0.843
C (4.58064, -0.10840, 1.89305)  0.636
C (6.04260, -0.37507, 2.02133)  -1.503
C (3.65888, -1.15989, 1.86982)  -0.984
C (2.29637, -0.93535, 1.74020)  0.905
C (1.37133, -2.11262, 1.73820)  -1.367
H (-1.53204, 0.80757, 2.02954)  0.338
H (-1.03316, -0.87494, 1.70070)  0.308
H (-0.35072, 0.01114, 3.08110)  0.465
H (0.24377, 1.38686, 0.50680)  0.252
H (3.15596, 3.56842, 1.77610)  0.380
H (1.77719, 3.18372, 0.73106)  0.294
H (1.60753, 3.12287, 2.50537)  0.318
H (4.81677, 2.02826, 1.84961)  0.348
H (6.24031, -1.44922, 2.05825)  0.340
H (6.60168, 0.04683, 1.17847)  0.339
H (6.44679, 0.07979, 2.93334)  0.343
H (4.00143, -2.19685, 1.91741)  0.250
H (1.97499, -3.03041, 1.83654)  0.392
H (0.66243, -2.10666, 2.58774)  0.268
H (0.77381, -2.23037, 0.81115)  0.203
C (-4.13440, -2.87796, -2.30392)  -1.046
C (-3.61334, -2.33942, -1.00298)  -0.993
N (-2.64624, -1.19325, -1.19383)  0.116
C (-1.29215, -1.43079, -0.87115)  0.398
O (-0.94162, -2.59990, -0.61017)  -0.733
C (-0.41839, -0.30552, -0.81342)  -0.351
C (-0.84430, 0.87150, -1.51639)  0.178
O (-0.07214, 1.80246, -1.83989)  -0.719
N (-2.22176, 1.01897, -1.72968)  0.019
C (-2.67529, 2.34904, -2.27603)  -0.990
C (-2.97688, 2.26252, -3.73963)  -1.034
C (-3.17104, 0.04798, -1.47488)  0.257
S (-4.80807, 0.35255, -1.54667)  -0.250
H (-4.81720, -3.71344, -2.08291)  0.355
H (-4.68348, -2.12633, -2.87931)  0.314
H (-3.30903, -3.27607, -2.90851)  0.298
H (-4.44374, -1.93114, -0.41510)  0.497
H (-3.06499, -3.09762, -0.44962)  0.421
H (0.64448, -0.54344, -0.88900)  0.789
H (-3.57769, 2.59548, -1.71303)  0.500
H (-1.86716, 3.04341, -2.06980)  0.423
H (-3.20317, 3.26820, -4.10338)  0.365
H (-2.09832, 1.89643, -4.28783)  0.300
H (-3.83240, 1.61266, -3.95032)  0.306